# C9H18

A cluster of 3 separate species, C9H18 in total (ωB97M-V/def2-TZVPD, the OMol25 dataset).

Atoms and positions in Å:
C1 0.361929 0.890726 -0.338516
C2 1.492639 0.518657 -1.276496
C3 0.779358 1.737911 0.854194
C4 1.462380 -1.242108 1.567484
C5 0.243331 -1.134636 0.698080
C6 0.088361 -2.100257 -0.374170
H1 -0.243408 1.562441 -0.947037
H2 1.112126 -0.116411 -2.080371
H3 1.041268 2.749531 0.522955
H4 2.313074 0.011279 -0.770218
H5 1.902523 1.418647 -1.747317
H6 1.647313 1.332314 1.367681
H7 -0.038233 1.841256 1.569677
H8 1.479468 -2.222345 2.057509
H9 2.382478 -1.162728 0.984718
H10 1.483037 -0.492953 2.356295
H11 1.027762 -2.495208 -0.756747
H12 -0.625063 -2.896547 -0.153043
C7 -2.533357 1.233011 0.150105
C8 -1.879520 0.322915 -0.800291
C9 -1.876136 -0.546252 -1.677547
H13 -0.666185 -0.922692 1.251802
H14 -2.179679 2.259614 0.031247
H15 -2.332232 0.934298 1.181654
H16 -3.613498 1.219931 -0.007018
H17 -2.344687 -1.141533 -2.427770
H18 -0.485048 -1.558861 -1.236859

Forces on the atoms, in the same order (eV/Å):
2.04 -0.75 1.24
-0.16 0.11 0.09
0.06 -0.05 -0.21
0.04 0.25 -0.06
-0.57 2.21 -0.49
-0.82 0.21 -1.63
-0.68 -0.63 0.18
0.07 -0.06 0.00
0.03 0.02 0.02
0.02 -0.07 -0.03
0.04 0.02 -0.04
0.03 0.01 0.08
0.01 -0.01 0.09
-0.06 0.00 -0.09
0.01 -0.03 0.01
0.00 -0.01 0.00
0.04 -0.12 0.09
0.20 -0.20 0.20
0.51 0.24 0.24
-1.60 -1.97 -1.68
-0.74 1.99 1.20
-0.01 -0.10 0.04
-0.02 -0.02 0.03
-0.01 0.03 -0.01
0.11 -0.06 -0.07
0.38 -0.23 -0.10
1.08 -0.81 0.91

Relative energy (zero: lowest compared OMol25 entry of this formula, charge and spin) ... 5.577 eV
Total charge ... 0
LUMO level ... 1.02 eV